No. 1
This record from OMol25 describes an isolated molecule of C17H19NO6S in a non-equilibrium geometry. The level of theory is ωB97M-V/def2-TZVPD.

Values from the calculation:
relative energy (zero: lowest compared OMol25 entry of this formula, charge and spin): 0.00 kcal/mol
LUMO energy: -0.348 eV
SMILES: CCOC(=O)C1CCN(S(=O)(=O)c2ccc3oc(=O)ccc3c2)CC1
Kohn-Sham gap: 8.736 eV
HOMO: -9.085 eV

Structure (XYZ):
```
44
Properties=species:S:1:pos:R:3:forces:R:3
C 5.222348 2.830407 -0.744701 -0.3 -0.2 0.2
C 3.805671 2.512385 -0.290936 0.1 0.3 -0.5
H 3.160961 2.287224 -1.145057 0.1 0.1 0.2
H 3.381464 3.336504 0.286321 0.0 -0.1 -0.1
O 3.769108 1.393292 0.601221 0.0 0.1 0.3
C 3.862782 0.185876 0.050616 0.4 -0.4 0.2
O 4.044662 -0.019706 -1.119092 0.0 0.1 -0.2
C 3.801726 -0.922928 1.103687 0.0 0.1 0.0
H 4.834629 -1.043664 1.450584 -0.1 0.1 -0.1
C 2.912314 -0.545613 2.288817 0.0 0.0 -0.2
C 1.484935 -0.274299 1.799029 -0.2 0.5 0.6
N 1.125630 -1.130065 0.687702 0.1 0.5 -1.0
S 0.739480 -0.407340 -0.761563 -1.1 -0.1 0.5
O 1.165876 0.963212 -0.781886 -0.1 -0.1 0.2
O 1.080718 -1.285248 -1.835405 0.0 -0.3 0.1
C -1.050156 -0.396103 -0.599698 0.6 0.2 -0.2
C -1.680157 0.722778 -0.114214 -0.2 0.0 0.0
C -3.068519 0.723381 0.054959 -0.1 -0.6 -0.2
C -3.792535 -0.436354 -0.274525 1.0 0.3 0.0
C -3.136055 -1.565363 -0.770755 -0.2 0.2 0.1
C -1.767546 -1.539243 -0.930852 -0.1 0.0 0.0
H -1.232620 -2.386310 -1.328325 0.0 -0.2 -0.1
H -3.720959 -2.435264 -1.022796 0.0 -0.1 0.0
O -5.130593 -0.501311 -0.130676 -0.2 -0.2 -0.1
C -5.876430 0.552969 0.337850 -0.6 0.1 0.1
O -7.065467 0.405397 0.438049 0.4 0.0 0.0
C -5.146066 1.768410 0.676518 0.4 0.2 0.0
C -3.810631 1.849730 0.543996 -0.5 0.0 0.1
H -3.270263 2.750907 0.795067 0.0 0.1 0.0
H -5.748445 2.586709 1.036852 0.0 0.0 0.0
H -1.097843 1.601030 0.116030 0.0 0.2 0.0
C 1.809265 -2.401687 0.645018 0.3 -0.5 -0.3
C 3.323347 -2.230840 0.456434 -0.1 0.0 0.0
H 3.841881 -3.088076 0.886896 0.0 0.0 0.0
H 3.551793 -2.182590 -0.609593 0.0 -0.1 0.1
H 1.583657 -2.926327 1.578895 -0.1 0.0 -0.1
H 1.387963 -2.965012 -0.186123 0.1 -0.2 0.2
H 0.765414 -0.427694 2.614110 0.1 0.1 -0.1
H 1.398294 0.753452 1.444581 0.1 0.0 0.3
H 2.915487 -1.372451 3.001883 0.0 0.0 0.0
H 3.298533 0.341300 2.788874 -0.1 -0.1 0.1
H 5.618179 2.005538 -1.331080 0.0 0.0 -0.1
H 5.211939 3.725557 -1.359835 0.0 0.1 -0.1
H 5.867529 2.998024 0.115237 0.1 0.1 0.0
```
Forces are in eV/Å.

---

No. 2
This record from OMol25 describes a structure of composition C17H20AlI2O2S2. The level of theory is ωB97M-V/def2-TZVPD.

Values from the calculation:
LUMO energy: -10.741 eV
Kohn-Sham gap: 6.984 eV
HOMO: -17.725 eV
net charge: +3

Structure (XYZ):
```
44
Properties=species:S:1:pos:R:3:forces:R:3
Al -0.710425 0.233887 -0.260509 0.0 0.0 0.0
O -0.892655 1.626192 -1.217257 0.0 0.0 0.0
S -0.895540 3.217156 -1.439900 0.0 0.0 0.0
C -2.682594 3.589753 -1.581970 0.0 0.0 0.0
C -3.595717 2.370079 -1.653000 0.0 0.0 0.0
C -3.934469 1.793298 -0.272312 0.0 0.0 0.0
C -4.518215 0.378013 -0.371539 0.0 0.0 0.0
S -3.633263 -0.942981 0.494943 0.0 0.0 0.0
O -2.105312 -0.474153 0.389522 0.0 0.0 0.0
C -4.072942 -0.811695 2.166806 0.0 0.0 0.0
C -4.335159 -2.043294 2.771072 0.0 0.0 0.0
C -4.754566 -2.061270 4.093084 0.0 0.0 0.0
C -4.901040 -0.868565 4.783521 0.0 0.0 0.0
C -4.633635 0.357541 4.169504 0.0 0.0 0.0
C -4.220415 0.398961 2.854931 0.0 0.0 0.0
C -0.273861 3.447471 -3.042083 0.0 0.0 0.0
C -0.969765 3.057309 -4.191764 0.0 0.0 0.0
C -0.398807 3.311672 -5.420938 0.0 0.0 0.0
C 0.837824 3.955118 -5.497943 0.0 0.0 0.0
C 1.515930 4.345409 -4.352400 0.0 0.0 0.0
C 0.963237 4.091167 -3.106801 0.0 0.0 0.0
H -2.755390 4.219112 -2.467509 0.0 0.0 0.0
H -2.898887 4.212701 -0.712833 0.0 0.0 0.0
H -3.153374 1.603702 -2.291925 0.0 0.0 0.0
H -4.513936 2.686677 -2.151125 0.0 0.0 0.0
H -4.648936 2.444592 0.231272 0.0 0.0 0.0
H -3.040002 1.793950 0.354084 0.0 0.0 0.0
H -4.546562 0.022121 -1.403183 0.0 0.0 0.0
H -5.534254 0.296135 0.019415 0.0 0.0 0.0
H -4.233975 -2.966326 2.213726 0.0 0.0 0.0
H -4.974830 -3.003495 4.575151 0.0 0.0 0.0
H -5.235928 -0.884874 5.812292 0.0 0.0 0.0
H -4.764452 1.277304 4.722872 0.0 0.0 0.0
H -4.030502 1.350783 2.378418 0.0 0.0 0.0
H -1.938024 2.577353 -4.130952 0.0 0.0 0.0
H -0.916679 3.027094 -6.326535 0.0 0.0 0.0
H 1.266724 4.162876 -6.469401 0.0 0.0 0.0
H 2.465039 4.857542 -4.426853 0.0 0.0 0.0
H 1.470071 4.408733 -2.203734 0.0 0.0 0.0
I 1.234118 0.259399 1.565558 0.0 0.0 0.0
C 2.137881 -1.233603 0.325352 0.0 0.0 0.0
I 0.934443 -1.523440 -1.419088 0.0 0.0 0.0
H 2.171085 -2.163613 0.882659 0.0 0.0 0.0
H 3.114747 -0.876575 0.016783 0.0 0.0 0.0
```
Forces are in eV/Å.

---

No. 3
This record from OMol25 describes a structure of composition C17H20AlN3SbSe4 in a non-equilibrium geometry. The level of theory is ωB97M-V/def2-TZVPD.

Values from the calculation:
relative energy (zero: lowest compared OMol25 entry of this formula, charge and spin): 2.14 kcal/mol
LUMO energy: 2.175 eV
Kohn-Sham gap: 6.309 eV
HOMO: -4.134 eV
net charge: -1

Structure (XYZ):
```
46
Properties=species:S:1:pos:R:3:forces:R:3
Al 0.088794 -1.104853 -1.018254 0.3 -0.1 -0.1
C -0.564051 -1.669689 3.864842 -1.1 -0.7 -0.7
C 0.655041 -1.230573 4.314347 0.7 0.3 0.2
C 1.646189 -0.882887 3.401271 -0.2 0.4 0.8
C 1.325295 -0.967853 2.063729 0.9 -0.3 -1.4
N 0.124268 -1.344565 1.616821 -0.2 0.2 0.1
C -0.809418 -1.711010 2.488780 0.7 0.1 0.4
C 2.371288 -0.787963 0.983856 -0.9 0.0 0.7
C 3.701985 -0.710259 1.356474 0.6 0.1 0.9
C 4.712810 -0.574514 0.439057 0.3 0.0 -0.7
C 4.319762 -0.525471 -0.902728 1.6 0.5 -0.1
C 3.000982 -0.651697 -1.285670 0.4 0.3 0.1
C 1.981330 -0.786849 -0.351929 -0.8 0.0 -0.3
H -1.352559 -2.067513 4.495884 0.2 0.3 0.3
H 0.869609 -1.161620 5.370598 -0.1 -0.1 0.1
H 2.625072 -0.503245 3.729081 -0.7 -0.4 -0.1
H -1.745232 -2.092641 2.081242 0.1 0.2 0.0
H 4.002652 -0.741568 2.398302 -0.2 -0.1 0.0
H 5.781936 -0.528077 0.752381 -1.0 0.0 -0.4
H 5.103584 -0.307233 -1.645006 -0.5 -0.4 0.2
H 2.795274 -0.610490 -2.337544 -0.3 -0.1 -0.4
Se -3.652886 -2.309513 -3.899108 0.2 0.0 0.1
Sb -1.465321 -3.101981 -3.222781 -0.3 0.5 0.4
Se 0.235303 -1.195979 -3.456936 0.0 0.0 0.2
Se -1.239109 -2.989347 -0.643507 -0.3 0.0 -0.2
Se -0.606484 -5.186690 -3.913743 0.2 -0.4 -0.3
C -2.327145 0.583875 -1.637664 0.1 -0.2 -0.1
C -2.898638 2.027872 -1.775669 0.3 -0.4 0.1
N -2.307560 2.927138 -0.764455 -0.4 -0.2 -0.6
C -2.404847 2.198242 0.486947 0.7 -0.3 0.3
C -1.342128 1.060082 0.515185 -1.3 0.4 -0.3
N -1.017083 0.648757 -0.875861 0.1 0.5 -0.5
C -0.254681 1.777501 -1.540834 0.0 0.2 1.1
C -0.889140 3.112733 -1.103252 -0.5 -0.9 0.4
H -2.201267 0.054683 -2.602891 0.2 0.5 0.4
H -2.988868 -0.064923 -1.078652 -0.2 -0.1 0.3
H -3.984528 1.996458 -1.666786 0.1 0.1 0.0
H -2.659979 2.440231 -2.745501 -0.1 0.1 -0.4
H -3.409973 1.786107 0.565093 0.0 0.0 0.0
H -2.237714 2.846041 1.349708 0.0 0.2 0.0
H -1.760895 0.226501 1.056167 0.1 -0.4 0.0
H -0.469143 1.406407 1.031629 0.7 0.0 0.1
H -0.348284 1.627547 -2.603888 0.2 -0.2 -0.3
H 0.796059 1.777367 -1.218524 -0.2 -0.3 -0.3
H -0.766396 3.843954 -1.876856 0.0 0.5 -0.4
H -0.433922 3.467523 -0.193344 0.5 0.3 0.2
```
Forces are in eV/Å.

---

No. 4
This record from OMol25 describes a structure of composition C17H20AuBrN5O2Se. The level of theory is ωB97M-V/def2-TZVPD.

Values from the calculation:
relative energy (zero: lowest compared OMol25 entry of this formula, charge and spin): 7.11 kcal/mol
LUMO energy: -2.689 eV
Kohn-Sham gap: 8.056 eV
HOMO: -10.745 eV
net charge: +1

Structure (XYZ):
```
47
Properties=species:S:1:pos:R:3:forces:R:3
Au -3.040328 -0.799864 -0.020643 -0.2 0.3 -0.3
C -4.240732 2.116722 -0.478522 0.0 -0.1 0.0
O -2.995872 1.395778 -0.413210 0.1 -0.2 -0.1
C -1.945182 1.889457 -1.176451 0.0 0.1 0.0
C -2.089033 2.984806 -2.000124 -0.2 0.1 0.0
C -0.997340 3.428476 -2.733025 0.0 0.2 -0.1
Br -1.195840 4.944943 -3.843622 0.0 0.0 0.0
C 0.212977 2.785571 -2.669171 0.1 -0.1 0.0
C 0.366713 1.668099 -1.843604 0.0 0.0 0.0
C -0.712805 1.229246 -1.063589 0.0 0.1 -0.1
O -0.633421 0.185802 -0.217016 0.8 -0.2 -0.1
C 1.631082 0.925073 -1.805136 0.2 -0.3 0.1
N 1.821078 -0.158106 -1.083515 -0.3 -0.1 0.2
C 3.111917 -0.597053 -1.353301 -0.2 0.1 0.0
C 3.817557 -1.700188 -0.873097 0.0 0.0 0.0
C 5.107437 -1.882418 -1.332446 0.0 -0.1 0.1
C 5.693834 -0.994680 -2.249432 0.0 0.1 0.0
C 5.004318 0.099765 -2.735036 0.0 0.1 -0.1
C 3.704957 0.274069 -2.268418 -0.1 0.1 0.0
N 2.735760 1.230860 -2.534768 0.2 0.1 -0.2
H -4.089703 3.147277 -0.164153 0.1 0.0 0.0
H -4.916182 1.619195 0.207075 0.0 -0.1 0.1
H -4.652606 2.086147 -1.485543 0.0 0.0 0.0
H -3.033630 3.504098 -2.094139 0.1 -0.1 0.0
H 1.036772 3.157663 -3.263040 0.0 0.0 0.0
H 0.276833 -0.245158 -0.355600 -0.3 0.2 0.0
H 3.358929 -2.391250 -0.175622 0.0 0.0 0.0
H 5.682984 -2.732978 -0.982980 -0.1 0.1 0.0
H 6.708184 -1.175455 -2.584014 -0.1 0.0 0.0
H 5.449454 0.784807 -3.447970 0.0 -0.1 0.1
H 2.831681 1.990234 -3.184400 0.0 0.0 0.0
N -0.291271 -2.605836 4.107422 0.1 0.3 0.0
C -1.215353 -1.434093 4.274552 0.0 0.1 -0.1
C -1.426182 -0.773034 2.909467 -0.3 0.0 -0.1
N -2.709290 -0.107712 2.728892 0.2 0.0 0.2
H -0.170017 -3.126545 4.969407 0.0 -0.1 0.2
H 0.627206 -2.310198 3.788731 0.2 0.1 0.0
H -0.657350 -3.266638 3.374709 -0.3 -0.3 -0.1
H -0.788078 -0.758139 5.009590 0.0 0.0 0.1
H -2.156002 -1.819560 4.657877 0.0 -0.1 0.0
H -1.345912 -1.561582 2.160430 0.0 0.0 -0.1
H -0.635666 -0.057482 2.693081 0.1 0.0 0.0
H -2.735785 0.816213 3.137544 0.0 0.0 0.1
H -3.482549 -0.650354 3.095282 0.0 0.0 -0.1
Se -1.618679 -4.794840 1.978566 0.3 -0.3 0.3
C -2.428519 -3.563638 0.986091 -0.3 0.2 -0.2
N -2.976357 -2.757480 0.352853 0.0 -0.1 0.1
```
Forces are in eV/Å.

---

No. 5
This record from OMol25 describes an isolated molecule of C17H20BrN5O2 in a non-equilibrium geometry. The level of theory is ωB97M-V/def2-TZVPD.

Values from the calculation:
relative energy (zero: lowest compared OMol25 entry of this formula, charge and spin): 0.71 kcal/mol
LUMO energy: 0.683 eV
SMILES: Cc1[nH][nH]c(=O)c1C(c1ccc(N(C)C)c(Br)c1)c1c(C)[nH][nH]c1=O
Kohn-Sham gap: 8.336 eV
HOMO: -7.653 eV

Structure (XYZ):
```
45
Properties=species:S:1:pos:R:3:forces:R:3
O 3.687403 0.583410 0.057026 -0.1 -0.2 0.3
O 2.491733 -0.247496 -3.653351 0.6 -1.6 -1.1
Br -4.331029 0.749196 -1.133132 0.9 -0.7 0.1
C 3.274508 -0.577255 0.103832 1.8 1.4 -0.2
C 2.160729 0.735444 -3.049469 -0.6 0.6 1.1
C 2.104341 -2.498808 -0.199356 1.5 0.5 -0.2
C 1.359824 2.139224 -1.466783 0.8 -1.1 -0.2
C 2.092914 -1.140660 -0.414940 -1.9 -1.8 -0.5
C 1.423649 0.825396 -1.800826 0.0 0.6 -0.7
C -1.480227 -0.277227 1.792898 0.8 0.0 -1.3
C -0.298464 -0.383986 1.058781 0.3 -0.4 0.0
C -1.508962 -0.032406 -1.017893 0.2 -0.1 1.4
C -2.703919 0.118913 -0.278775 1.2 0.4 -0.3
C -2.668031 0.019970 1.124700 -0.1 0.6 -0.1
C -0.274971 -0.269812 -0.347157 -1.6 0.0 0.8
N 4.030694 -1.597065 0.658848 -0.4 -1.4 -0.5
N 2.468923 2.019412 -3.427945 0.0 -0.4 -0.4
N 3.320086 -2.834981 0.438878 -0.6 0.1 0.0
N 1.929710 2.885180 -2.475734 0.6 1.2 0.1
N -3.780761 0.330482 1.885109 -1.3 -0.7 0.2
C 1.072741 -3.544383 -0.584516 0.4 0.7 0.7
C 0.943928 2.757477 -0.191941 -0.6 0.4 -0.6
C 0.983413 -0.441826 -1.170303 -0.3 0.3 1.1
C -4.309588 1.705022 1.874696 0.4 -0.7 0.8
C -4.084481 -0.596277 2.993104 0.3 1.6 -0.1
H -1.457053 -0.337282 2.874113 -0.1 0.0 -0.1
H 0.636204 -0.586130 1.614055 -0.5 0.2 -0.5
H -1.499381 0.021923 -2.090282 -0.2 0.1 -0.3
H 5.053796 -1.495311 0.783857 -1.2 -0.6 -0.2
H 3.373288 2.086116 -3.902839 -0.6 0.9 0.5
H 3.775740 -3.737662 0.234622 0.0 1.2 0.2
H 2.446193 3.741234 -2.280340 -0.2 -0.5 0.0
H 0.599537 -3.940321 0.304178 0.0 -0.1 0.4
H 0.259318 -3.128756 -1.169473 0.2 0.3 -0.2
H 1.493694 -4.386308 -1.106535 0.3 -0.2 -0.3
H -0.037354 3.227080 -0.312199 0.2 0.2 0.2
H 0.884765 2.013932 0.569946 -0.2 -0.6 0.4
H 1.690802 3.459344 0.133635 0.2 0.6 0.1
H 0.667981 -1.083860 -1.977352 0.2 -0.4 -0.5
H -4.273950 2.125066 2.899646 -0.3 -0.2 -0.3
H -3.683049 2.362983 1.270513 0.0 -0.3 -0.1
H -5.315203 1.715862 1.462493 -0.2 0.2 0.2
H -3.933133 -1.636656 2.760779 0.3 -0.2 -0.5
H -5.110460 -0.518762 3.300763 -0.6 0.3 0.0
H -3.475901 -0.329434 3.854669 0.1 -0.2 0.5
```
Forces are in eV/Å.

---

No. 6
This record from OMol25 describes a structure of composition C17H20Cl4N2O3SW. The level of theory is ωB97M-V/def2-TZVPD.

Values from the calculation:
relative energy (zero: lowest compared OMol25 entry of this formula, charge and spin): 0.00 kcal/mol
LUMO energy (spin up / spin down): -8.064 / -6.298 eV
Kohn-Sham gap (spin up / spin down): 5.774 / 7.759 eV
HOMO (spin up / spin down): -13.837 / -14.057 eV
multiplicity: 3
net charge: +2

Structure (XYZ):
```
48
Properties=species:S:1:pos:R:3:forces:R:3
W -0.567433 1.146654 -0.288139 -0.3 -0.2 0.0
N 0.036932 1.454176 -2.418861 0.0 0.0 0.0
C 1.441283 1.941561 -2.225840 0.0 0.0 0.0
C 1.612286 2.557722 -0.831691 0.0 -0.1 0.1
C 1.067865 3.973250 -0.605537 0.0 0.0 0.0
C -0.394057 4.205339 -0.957939 0.1 0.0 0.0
N -1.284040 3.246609 -0.235478 0.0 0.0 0.0
H 0.041078 0.581173 -2.940920 0.0 0.0 0.0
H -0.507573 2.105530 -2.976972 0.0 0.0 0.0
H 1.714364 2.666034 -2.993447 0.0 0.0 0.0
H 2.102678 1.083796 -2.322500 0.0 0.0 0.0
H 2.681493 2.575834 -0.608293 0.0 0.0 0.0
H 1.321402 1.849109 0.011164 0.2 0.1 -0.1
H 1.664619 4.665588 -1.202373 0.0 0.0 0.0
H 1.239969 4.246555 0.438009 0.0 0.0 0.0
H -0.568936 4.083256 -2.027289 0.0 0.0 0.0
H -0.671580 5.229818 -0.712254 0.0 0.0 0.0
H -2.232275 3.333095 -0.601169 0.0 0.0 0.0
H -1.354272 3.535463 0.741459 0.0 0.0 0.0
Cl -4.321281 -0.584985 5.136016 0.0 0.0 -0.1
C -3.774469 -0.296129 3.550365 0.1 0.0 0.1
C -4.639372 -0.576550 2.447056 -0.1 0.0 -0.1
Cl -6.196675 -1.193079 2.742914 0.0 0.0 0.0
C -4.227000 -0.359224 1.144298 0.0 -0.1 0.0
Cl -5.218664 -0.692964 -0.207745 0.0 0.0 0.0
C -2.938016 0.140468 0.935922 0.0 0.1 0.2
O -2.403178 0.402189 -0.240777 0.2 0.0 -0.1
C -2.084066 0.431642 2.027802 -0.1 -0.1 -0.1
O -0.919167 0.913143 1.669165 0.0 0.0 0.0
C -2.502822 0.204507 3.346157 0.0 0.0 0.1
Cl -1.431205 0.557518 4.628181 0.0 0.0 0.0
C -0.733216 -2.876217 -0.894118 0.0 0.0 0.1
S 0.327771 -1.955686 0.205141 0.1 0.0 -0.1
O 0.506996 -0.603311 -0.586286 -0.1 0.0 0.0
C 1.874422 -2.775534 0.051523 -0.1 0.0 0.1
C 2.497892 -3.107345 1.249709 -0.1 0.0 0.0
C 3.715783 -3.769314 1.210272 0.0 0.0 0.0
C 4.291668 -4.078170 -0.012665 0.0 0.0 0.0
C 3.661884 -3.730340 -1.205744 0.0 0.0 0.0
C 2.444704 -3.077657 -1.182388 0.0 0.0 -0.1
H -0.308281 -2.898928 -1.894762 0.0 0.0 0.0
H -1.705527 -2.384128 -0.892273 0.0 0.0 0.0
H -0.823928 -3.885841 -0.492931 0.0 0.0 0.0
H 2.033772 -2.859713 2.196343 0.0 0.0 0.0
H 4.210133 -4.042168 2.131941 0.0 0.0 0.0
H 5.240285 -4.596945 -0.042468 0.0 0.0 0.0
H 4.121222 -3.978127 -2.152619 0.0 0.0 0.0
H 1.956531 -2.807661 -2.109936 0.0 0.0 0.0
```
Forces are in eV/Å.

---

Q: Which formula does entry 5 have?
A: C17H20BrN5O2